Entry 1:
Formula: C19H38F3IO9
Source: the OMol25 dataset
Level of theory: the ωB97M-V functional and the def2-TZVPD basis

XYZ file:
```
70
C19H38F3IO9 (the ωB97M-V functional and the def2-TZVPD basis)
I 5.73178 -3.19574 -2.20696
F 0.14558 -1.91751 -2.13279
F -1.58290 -1.63148 -0.86275
F -0.62390 0.06981 -1.80974
O -1.57054 -2.28224 4.48954
O 3.91742 -2.65322 0.04565
O -1.88349 -4.36795 6.75602
O -1.01929 4.81020 -7.26106
O 1.97231 -2.59395 1.09780
O 0.07818 2.03966 -5.26159
O 2.08469 -3.51274 -0.97124
O -2.98057 -1.08605 6.94840
O -0.23038 4.96377 -4.29402
C 5.19748 -0.68627 -0.52013
C 4.45962 0.63032 -0.76921
C 0.49924 -0.89926 0.00504
C -2.82547 0.15693 7.59301
C 2.59335 -2.95490 -0.03913
C -1.14172 3.87532 -4.27885
C -0.49082 2.52907 -4.05972
C 0.63309 -2.09859 0.95833
C 4.42542 -1.89930 -1.03709
C -2.95268 -2.19024 4.80282
C -0.69183 -2.66033 5.54032
C 0.55725 5.12889 -5.46184
C -2.07648 5.41357 -7.96948
C -0.18471 5.75738 -6.61918
C 1.04681 1.04417 -5.02570
C -2.24270 -5.73010 6.78391
C -0.38681 -1.11555 -1.20455
C -3.32650 -0.95041 5.58238
C -0.77084 -4.12237 5.91649
H -4.41113 -0.79408 5.49982
H -0.05922 -2.90139 0.68498
H -1.42725 -6.35110 7.17280
H 5.33224 -0.82799 0.55706
H 0.02181 -0.08051 0.55334
H -3.45623 -2.13151 3.83541
H 1.43673 0.72945 -5.99162
H -2.51697 -6.08713 5.78428
H -0.84236 -4.72562 5.00265
H 3.53872 0.69755 -0.17826
H 5.09385 1.46385 -0.45369
H 1.35116 5.82019 -5.17042
H 6.19148 -0.64391 -0.96618
H -3.10397 -5.82820 7.44148
H 1.46597 -0.51614 -0.33349
H -2.55163 -0.04256 8.62698
H 0.35188 -1.77976 1.96309
H -3.30521 -3.08927 5.31209
H 1.02168 4.18841 -5.76644
H 3.62664 -1.64161 -1.73429
H -1.76014 3.86150 -5.17880
H -2.66720 4.61699 -8.41741
H -0.78072 6.59957 -6.24687
H 0.30999 -2.47770 5.14523
H 0.28206 2.62515 -3.28627
H 4.20815 0.77068 -1.82392
H -1.24917 1.81681 -3.70928
H -0.82906 -2.02722 6.41914
H -1.79231 4.06851 -3.42335
H -3.75639 0.73567 7.57793
H -2.81556 -0.08381 5.14454
H 0.14949 -4.40214 6.44812
H -2.03053 0.74891 7.12406
H 0.54720 6.14070 -7.34411
H -2.71902 5.99706 -7.29959
H 0.61337 0.17499 -4.51742
H -1.70365 6.06907 -8.76540
H 1.87470 1.43571 -4.42093
```

For the energy, the calculation gives -2021.0942 Eh. Its multiplicity is 1. Its HOMO energy is -9.223 eV. For the orbital gap, the calculation gives 0.3541 Eh.


Entry 2:
Formula: C6H18IO6
Source: the OMol25 dataset
Level of theory: the ωB97M-V functional and the def2-TZVPD basis

XYZ file:
```
31
C6H18IO6 (the ωB97M-V functional and the def2-TZVPD basis)
I 1.03597 -2.61584 0.92516
O 0.56319 0.27696 3.37798
O 1.78278 1.14553 -4.26879
O 3.16258 1.47934 2.66178
O -2.29188 -1.80478 0.24819
O 0.98873 0.15272 -1.57943
O -3.45874 0.95616 0.30340
C 2.06304 1.30991 1.75946
C 1.18665 -0.10874 -3.99547
C -3.86402 -0.20049 1.04067
C 0.71945 1.28640 2.42484
C 1.58286 -0.58072 -2.61950
C -2.69887 -1.10563 1.40993
H -4.47810 -0.78216 0.34141
H 0.45493 2.26092 2.83739
H 0.04974 1.16609 1.55541
H 1.01872 -0.41496 -0.78903
H 1.59406 -0.92068 -4.61431
H 2.25902 0.37886 1.21485
H 1.52883 1.53193 -5.10572
H -2.91435 0.69607 -0.44471
H -1.33093 -2.02805 0.35223
H -1.87320 -0.55173 1.84758
H 1.37823 -1.65884 -2.57928
H 3.87584 0.89987 2.40172
H 2.68392 -0.54555 -2.56198
H -4.42311 0.13932 1.90621
H 0.10391 -0.00252 -4.08433
H 0.34032 -0.57442 2.96806
H 2.07299 2.05057 0.94440
H -3.11254 -1.83552 2.12189
```

The calculation puts the energy above the lowest of the compared OMol25 structures with the same formula, charge and spin at 14.1 kcal/mol. For the energy, the calculation gives -988.6020 Eh. Its multiplicity is 1. Its HOMO energy is -4.856 eV. The total charge is -1. For the orbital gap, the calculation gives 0.2852 Eh.


Entry 3:
Formula: C2HO4Pt
Source: the OMol25 dataset
Level of theory: the ωB97M-V functional and the def2-TZVPD basis

XYZ file:
```
8
C2HO4Pt (the ωB97M-V functional and the def2-TZVPD basis)
Pt -1.18591 -0.32421 1.31408
O 2.31816 -1.43705 0.43940
O 0.06677 1.86462 -0.37345
O -1.58775 0.41508 -0.35241
O 0.35405 -0.43565 0.36480
C -0.38957 0.76137 -0.54731
C 1.64307 -0.53836 0.07471
H 1.64840 0.31723 -0.84944
```

The calculation puts the energy above the lowest of the compared OMol25 structures with the same formula, charge and spin at 64.8 kcal/mol. For the energy, the calculation gives -496.4934 Eh. Its expectation value of S² is 2.01. Its multiplicity is 3. Its HOMO energy (spin up / spin down) is -15.694 / -16.343 eV. The total charge is +1. For the orbital gap (spin up / spin down), the calculation gives 0.2994 / 0.2528 Eh.


Entry 4:
Formula: C6H18InO6
Source: the OMol25 dataset
Level of theory: the ωB97M-V functional and the def2-TZVPD basis

XYZ file:
```
31
C6H18InO6 (the ωB97M-V functional and the def2-TZVPD basis)
In 0.33282 -0.15067 -0.46325
O 1.43058 -1.32681 -2.75570
O -2.45018 0.00053 0.09844
O -0.23693 2.11940 -0.59602
O -0.71871 -1.71655 1.34260
O -0.17088 1.24565 1.90883
O 2.59092 -0.51753 -0.46436
C -0.21916 3.03097 0.57230
C -2.99680 -0.93441 0.97071
C 3.39499 -0.64083 -1.70289
C 2.70846 -1.76840 -2.40187
C -0.97651 2.37713 1.73143
C -2.03651 -2.13639 0.95285
H -0.61979 -1.91598 2.28465
H -4.01576 -1.21961 0.70154
H 3.33684 0.26678 -2.30891
H -0.54407 2.67702 -1.32486
H -1.02783 3.00917 2.61611
H -2.01428 -2.55337 -0.05655
H 4.45744 -0.77542 -1.49698
H 0.22186 1.09194 2.77688
H 0.83921 3.09151 0.81056
H -3.10237 -0.53727 1.98727
H -0.72285 3.96263 0.31268
H 2.61694 -2.62672 -1.73059
H -3.00619 0.69936 -0.26775
H 3.29306 -2.14625 -3.24519
H -1.97020 2.06487 1.41040
H 3.04478 0.06066 0.16802
H -2.46170 -2.88004 1.62914
H 1.02279 -1.85135 -3.45950
```

The calculation puts the energy above the lowest of the compared OMol25 structures with the same formula, charge and spin at 0.0 kcal/mol. For the energy, the calculation gives -879.7409 Eh. Its multiplicity is 1. Its HOMO energy is -21.381 eV. The total charge is +3. For the orbital gap, the calculation gives 0.2144 Eh.


Entry 5:
Formula: C4H13NO
Source: the OMol25 dataset
Level of theory: the ωB97M-V functional and the def2-TZVPD basis

XYZ file:
```
19
C4H13NO (the ωB97M-V functional and the def2-TZVPD basis)
O 1.69219 2.98023 -0.74722
N 0.77562 -0.72346 -0.35677
C -1.83712 0.70219 0.91322
C -0.22102 -1.24702 0.64897
C 1.00149 -1.69988 -1.41065
C -0.64125 -0.07030 1.51472
H 1.15376 3.47162 -1.39943
H -0.92205 -0.41285 2.51283
H 2.46457 2.79446 -1.29712
H -1.02497 -1.76943 0.12599
H -1.61989 1.64470 0.40259
H -2.44028 0.08476 0.23515
H 1.57285 -1.20674 -2.21355
H 0.06470 -1.91202 -1.93391
H 0.32806 -1.94321 1.29616
H -2.48690 1.05540 1.71402
H 1.57589 -2.54276 -1.04440
H 0.16570 0.62604 1.75023
H 0.39866 0.16825 -0.71084
```

The calculation puts the energy above the lowest of the compared OMol25 structures with the same formula, charge and spin at 20.2 kcal/mol. For the energy, the calculation gives -289.8499 Eh. Its expectation value of S² is 0.75. Its multiplicity is 2. Its HOMO energy (spin up / spin down) is -15.029 / -15.028 eV. The total charge is +1. For the orbital gap (spin up / spin down), the calculation gives 0.4393 / 0.2470 Eh.


Entry 6:
Formula: C11H17B2N7Pd
Source: the OMol25 dataset
Level of theory: the ωB97M-V functional and the def2-TZVPD basis

XYZ file:
```
38
C11H17B2N7Pd (the ωB97M-V functional and the def2-TZVPD basis)
Pd 0.07663 -0.15130 -0.25812
N -0.98807 1.34993 -0.99336
N 1.24438 -0.99387 -1.80276
N -1.13612 -1.90225 -0.53441
N 1.51638 -2.80799 0.59837
N 1.51771 -2.34692 -1.85440
N -0.57226 -3.14301 -0.78219
N 1.24959 -1.48062 0.92433
C -1.55757 -4.04702 -0.95409
C 2.34183 -2.57946 -2.88823
C 2.57202 -1.36530 -3.51711
C 1.83312 -0.39112 -2.83642
C 0.97127 2.51951 1.57135
C 2.33280 -2.47291 2.63301
C -1.63277 2.19150 -1.50491
C -2.46587 -2.02174 -0.58086
C -2.76800 -3.37698 -0.82816
C 1.72544 -1.28128 2.17340
C 2.18111 -3.40496 1.60868
B -2.51838 3.28702 -2.19987
B 0.97462 -3.31958 -0.76120
H 1.04163 1.58593 0.90537
H -3.74489 -3.80406 -0.89946
H 2.47833 -4.45132 1.54022
H 1.86394 2.68194 2.19131
H -1.33070 -5.08657 -1.15556
H 1.69059 0.65862 -3.03284
H 1.57470 -0.32119 2.66718
H -2.11010 4.38632 -1.82570
H 2.78769 -2.62983 3.59564
H -3.12942 -1.18637 -0.42712
H 3.18759 -1.20591 -4.36585
H -3.64911 3.10701 -1.75040
H 0.11239 2.34816 2.23768
H -2.53144 3.19112 -3.41104
H 0.89076 3.43094 0.95111
H 1.27922 -4.45379 -0.95813
H 2.66969 -3.58386 -3.09497
```

The calculation puts the energy above the lowest of the compared OMol25 structures with the same formula, charge and spin at 0.0 kcal/mol. For the energy, the calculation gives -989.4528 Eh. Its expectation value of S² is 6.04. Its multiplicity is 5. Its HOMO energy (spin up / spin down) is -15.411 / -14.968 eV. The total charge is +2. For the orbital gap (spin up / spin down), the calculation gives 0.3326 / 0.1173 Eh.


Entry 7:
Formula: C5H8
Source: the OMol25 dataset
Level of theory: the ωB97M-V functional and the def2-TZVPD basis

XYZ file:
```
13
C5H8 (the ωB97M-V functional and the def2-TZVPD basis)
C 2.34297 -0.23876 -0.26056
C -1.50416 0.21476 0.12725
C -0.19309 -0.44711 0.26246
C -1.37389 -1.13353 0.81411
C 1.07201 -0.37814 0.02010
H -1.70036 1.08935 0.74358
H -1.48790 -1.16694 1.89536
H 3.02364 0.25069 0.43164
H 0.05558 2.25360 -1.13864
H -1.75079 -2.01056 0.29274
H -1.95671 0.24611 -0.86138
H 0.71838 1.91636 -1.12518
H 2.75430 -0.59584 -1.20148
```

The calculation puts the energy above the lowest of the compared OMol25 structures with the same formula, charge and spin at 78.4 kcal/mol. For the energy, the calculation gives -195.1672 Eh. Its multiplicity is 1. Its HOMO energy is -9.284 eV. For the orbital gap, the calculation gives 0.3859 Eh.